{
  "formula": "C24H67N6O7Sr",
  "method": "ωB97M-V with the def2-TZVPD basis set",
  "lumo_ha": -0.11769,
  "total_energy_ev": -50077.9845,
  "fmax_ev_per_a": 2.2,
  "de_lowest_kj_mol": 0.0,
  "total_charge": 1,
  "symbols": ["Sr", "O", "H", "C", "C", "C", "O", "C", "N", "H", "H", "H", "H", "H", "H", "H", "H", "H", "H", "H", "C", "C", "C", "O", "C", "N", "H", "H", "H", "H", "H", "H", "H", "H", "H", "H", "H", "C", "C", "C", "O", "C", "N", "H", "H", "H", "H", "H", "H", "H", "H", "H", "H", "H", "C", "C", "C", "O", "C", "N", "H", "H", "H", "H", "H", "H", "H", "H", "H", "H", "H", "C", "C", "C", "O", "C", "N", "H", "H", "H", "H", "H", "H", "H", "H", "H", "H", "H", "C", "C", "C", "O", "C", "N", "H", "H", "H", "H", "H", "H", "H", "H", "H", "H", "H"],
  "xyz": [[1.932, 2.109, -0.222], [0.713, 0.133, -0.304], [-0.109, -0.312, -0.077], [4.964, -2.333, 1.016], [3.904, -1.678, 0.139], [3.240, -2.702, -0.765], [4.124, -3.069, -1.793], [3.990, -4.425, -2.190], [2.916, -0.935, 0.957], [5.650, -2.879, 0.368], [4.451, -3.000, 1.711], [5.542, -1.563, 1.525], [4.405, -0.960, -0.522], [2.323, -2.280, -1.205], [2.908, -3.547, -0.140], [3.014, -4.599, -2.644], [4.162, -5.076, -1.325], [4.803, -4.638, -2.882], [2.675, -1.539, 1.738], [2.088, -0.782, 0.360], [-0.682, 0.949, -4.003], [-1.811, 0.638, -3.035], [-3.121, 0.375, -3.720], [-3.267, 1.228, -4.823], [-4.547, 1.145, -5.389], [-1.493, -0.499, -2.176], [0.248, 1.043, -3.433], [-0.832, 1.863, -4.578], [-0.570, 0.125, -4.713], [-1.971, 1.516, -2.393], [-3.992, 0.418, -3.055], [-3.141, -0.677, -4.078], [-4.564, 1.720, -6.313], [-5.328, 1.593, -4.756], [-4.823, 0.101, -5.583], [-1.196, -1.265, -2.779], [-0.653, -0.282, -1.640], [-0.495, -3.792, 1.060], [-0.989, -2.877, 2.158], [-0.196, -3.019, 3.435], [1.172, -2.825, 3.164], [1.961, -2.939, 4.321], [-0.975, -1.449, 1.725], [-0.626, -4.860, 1.253], [0.594, -3.708, 0.932], [-0.892, -3.540, 0.074], [-2.038, -3.105, 2.362], [-0.415, -3.999, 3.874], [-0.521, -2.223, 4.118], [1.636, -2.240, 5.104], [2.993, -2.680, 4.077], [1.974, -3.949, 4.744], [0.003, -1.171, 1.620], [-1.333, -1.495, 0.770], [5.690, 1.842, 0.142], [5.099, 2.707, -0.971], [4.582, 1.914, -2.150], [3.532, 0.989, -1.776], [3.174, 0.164, -2.871], [4.059, 3.543, -0.304], [4.920, 1.205, 0.601], [6.239, 2.433, 0.871], [6.392, 1.077, -0.210], [5.941, 3.351, -1.241], [5.390, 1.352, -2.620], [4.098, 2.544, -2.912], [2.370, -0.486, -2.539], [4.027, -0.446, -3.177], [2.831, 0.755, -3.728], [3.670, 4.135, -1.041], [4.472, 4.208, 0.341], [-1.476, 2.381, 1.039], [-0.941, 3.755, 1.397], [-0.830, 3.971, 2.878], [-0.411, 5.288, 3.099], [-0.402, 5.626, 4.462], [0.427, 3.989, 0.790], [-2.546, 2.374, 1.258], [-1.057, 1.589, 1.665], [-1.371, 2.159, -0.021], [-1.628, 4.508, 1.002], [-0.132, 3.228, 3.311], [-1.777, 3.729, 3.380], [-1.372, 5.422, 4.934], [-0.164, 6.675, 4.602], [0.324, 5.010, 5.014], [0.760, 4.832, 1.276], [0.252, 4.455, -0.110], [-4.229, -2.233, 0.190], [-4.635, -0.789, -0.046], [-5.726, -0.375, 0.926], [-6.834, -1.211, 0.750], [-7.902, -0.902, 1.611], [-3.507, 0.144, 0.062], [-4.072, -2.449, 1.252], [-3.285, -2.465, -0.316], [-4.957, -2.952, -0.190], [-5.070, -0.676, -1.042], [-5.979, 0.685, 0.776], [-5.344, -0.458, 1.960], [-8.460, -0.022, 1.265], [-7.554, -0.691, 2.630], [-8.570, -1.760, 1.628], [-2.907, -0.032, -0.754], [-2.915, -0.136, 0.844]]
}

{
  "formula": "C23H48IrNO2P3",
  "method": "ωB97M-V with the def2-TZVPD basis set",
  "lumo_ha": [-0.31455, -0.48148],
  "total_energy_ev": -60891.3939,
  "fmax_ev_per_a": 4.6,
  "de_lowest_kj_mol": 140.4,
  "total_charge": 3,
  "multiplicity": 5,
  "s_squared": 6.05,
  "symbols": ["Ir", "P", "P", "P", "H", "C", "C", "H", "C", "C", "C", "C", "C", "C", "C", "C", "C", "H", "H", "H", "H", "H", "H", "H", "H", "H", "H", "H", "H", "H", "H", "H", "H", "H", "H", "H", "H", "H", "H", "H", "H", "H", "H", "H", "H", "H", "C", "C", "C", "C", "C", "C", "O", "H", "H", "H", "H", "H", "H", "O", "C", "C", "C", "C", "C", "C", "N", "H", "H", "H", "H", "H", "H", "H", "H", "H", "H", "H"],
  "xyz": [[0.205, -0.106, -0.077], [1.439, 1.908, -0.087], [-1.647, 0.733, -0.985], [0.949, -0.912, -2.029], [3.123, -6.276, 3.644], [3.840, -6.014, 2.853], [4.722, -5.012, 2.984], [4.744, -4.331, 3.847], [1.405, 2.590, 1.605], [0.949, 3.307, -1.158], [3.202, 1.557, -0.385], [-2.924, -0.575, -1.090], [-2.422, 2.053, 0.009], [-1.686, 1.465, -2.661], [2.500, -1.847, -1.864], [1.440, 0.255, -3.361], [-0.139, -2.079, -2.921], [3.886, -6.694, 1.985], [5.550, -4.914, 2.264], [1.553, 1.761, 2.307], [0.432, 3.058, 1.802], [2.200, 3.338, 1.740], [-0.060, 3.653, -0.896], [0.965, 3.040, -2.221], [1.654, 4.136, -0.995], [3.469, 0.650, 0.175], [3.803, 2.399, -0.011], [3.420, 1.404, -1.449], [-3.777, -0.179, -1.660], [-3.279, -0.861, -0.091], [-2.550, -1.475, -1.595], [-2.900, 2.777, -0.659], [-1.684, 2.584, 0.623], [-3.193, 1.637, 0.667], [-2.220, 0.798, -3.348], [-0.692, 1.669, -3.064], [-2.234, 2.413, -2.611], [2.925, -2.045, -2.856], [2.324, -2.803, -1.360], [3.232, -1.278, -1.280], [2.267, -0.202, -3.919], [1.794, 1.217, -2.976], [0.620, 0.425, -4.066], [0.467, -2.616, -3.664], [-0.958, -1.569, -3.446], [-0.561, -2.812, -2.222], [1.924, -2.026, 1.558], [0.951, -3.075, 1.546], [1.304, -4.275, 0.937], [2.626, -4.461, 0.543], [3.634, -3.544, 0.882], [3.310, -2.367, 1.517], [1.585, -0.776, 1.405], [-0.011, -1.761, -0.218], [-0.068, -2.846, 1.853], [0.561, -5.072, 0.775], [2.919, -5.411, 0.080], [4.672, -3.831, 0.731], [4.010, -1.602, 1.846], [-0.616, 0.347, 1.950], [-1.610, 0.160, 2.705], [-2.649, -0.904, 2.483], [-2.966, -1.750, 3.713], [-3.954, -1.085, 4.680], [-3.355, 0.105, 5.428], [-2.971, 1.266, 4.524], [-1.748, 1.009, 3.747], [-3.569, -0.435, 2.072], [-2.231, -1.561, 1.715], [-3.385, -2.700, 3.363], [-2.037, -1.985, 4.251], [-4.837, -0.762, 4.111], [-4.288, -1.831, 5.412], [-4.100, 0.469, 6.145], [-2.483, -0.229, 6.003], [-3.810, 1.490, 3.840], [-2.743, 2.158, 5.117], [-1.038, 1.735, 3.776]]
}

{
  "formula": "C5H14N2",
  "method": "ωB97M-V with the def2-TZVPD basis set",
  "smiles": "CCCCNCN",
  "lumo_ha": 0.04056,
  "total_energy_ev": -8390.9724,
  "fmax_ev_per_a": 3.1,
  "de_lowest_kj_mol": 158.9,
  "total_charge": 0,
  "symbols": ["C", "C", "C", "C", "N", "C", "N", "H", "H", "H", "H", "H", "H", "H", "H", "H", "H", "H", "H", "H", "H"],
  "xyz": [[0.181, -2.647, -0.463], [-0.475, -1.491, -1.364], [0.568, -0.398, -1.578], [0.959, 0.405, -0.337], [-0.293, 1.124, 0.155], [-0.093, 2.113, 1.284], [-1.075, 2.145, 2.396], [-0.372, -3.570, -0.477], [1.241, -2.652, -0.736], [0.217, -2.119, 0.489], [-0.891, -1.835, -2.316], [-1.368, -1.068, -0.865], [0.060, 0.210, -2.397], [1.520, -0.698, -2.002], [1.368, -0.134, 0.504], [1.761, 1.112, -0.526], [-0.899, 0.376, 0.484], [0.007, 3.048, 0.744], [0.867, 1.931, 1.832], [-1.471, 1.294, 2.767], [-1.810, 2.854, 2.408]]
}

{
  "formula": "C3H3LiNaO2",
  "method": "ωB97M-V with the def2-TZVPD basis set",
  "lumo_ha": [-0.04242, -0.04320],
  "total_energy_ev": -11872.2360,
  "fmax_ev_per_a": 3.1,
  "de_lowest_kj_mol": 262.3,
  "total_charge": 0,
  "multiplicity": 2,
  "s_squared": 0.76,
  "symbols": ["O", "C", "C", "O", "C", "Na", "Li", "H", "H", "H"],
  "xyz": [[0.302, -0.197, 1.319], [1.495, -0.383, 0.585], [2.080, 0.956, 0.203], [-0.869, 0.203, -2.489], [-1.665, -0.247, -1.801], [-1.866, -0.803, 1.044], [0.873, 1.535, 1.824], [1.374, -0.964, -0.365], [2.135, -1.141, 1.098], [2.912, 0.809, -0.511]]
}

{
  "formula": "C7H10F6KO6P",
  "method": "ωB97M-V with the def2-TZVPD basis set",
  "lumo_ha": -0.00876,
  "total_energy_ev": -61627.4340,
  "fmax_ev_per_a": 6.0,
  "de_lowest_kj_mol": 328.4,
  "total_charge": 0,
  "symbols": ["K", "P", "F", "F", "F", "F", "F", "F", "C", "C", "O", "C", "O", "O", "H", "H", "H", "H", "C", "C", "C", "O", "C", "O", "O", "H", "H", "H", "H", "H", "H"],
  "xyz": [[2.035, 1.573, -0.694], [-0.056, 0.806, -2.764], [1.391, 1.553, -2.627], [0.487, -0.047, -4.038], [0.398, -0.327, -1.691], [-1.562, 0.094, -2.971], [-0.459, 1.623, -1.504], [-0.596, 1.966, -3.805], [-0.601, 0.690, 1.616], [-1.510, 1.857, 2.068], [-1.014, 2.913, 1.293], [0.109, 2.646, 0.731], [0.818, 3.360, 0.074], [0.447, 1.369, 0.932], [-1.113, -0.011, 0.956], [-0.197, 0.138, 2.465], [-1.375, 2.014, 3.138], [-2.562, 1.685, 1.841], [-0.994, -1.719, -0.200], [0.007, -1.679, 0.945], [0.973, -2.826, 0.694], [2.177, -2.211, 0.423], [2.035, -0.864, 0.477], [2.925, -0.108, 0.123], [0.851, -0.494, 0.763], [-0.448, -1.805, -1.139], [-1.593, -0.834, -0.416], [-1.697, -2.533, -0.019], [-0.446, -1.797, 1.929], [0.566, -3.460, -0.094], [1.003, -3.569, 1.490]]
}

{
  "formula": "C13H27N5O2SW",
  "method": "ωB97M-V with the def2-TZVPD basis set",
  "lumo_ha": [-0.49080, -0.56779],
  "total_energy_ev": -38082.2171,
  "fmax_ev_per_a": 0.4,
  "de_lowest_kj_mol": 6.0,
  "total_charge": 4,
  "multiplicity": 3,
  "s_squared": 2.02,
  "symbols": ["W", "N", "C", "C", "N", "C", "C", "N", "H", "H", "H", "H", "H", "H", "H", "H", "H", "H", "H", "H", "H", "O", "C", "N", "C", "O", "C", "C", "C", "C", "N", "C", "H", "H", "H", "H", "H", "H", "H", "H", "C", "S", "C", "H", "H", "H", "H", "H", "H"],
  "xyz": [[0.545, 0.978, 0.412], [-0.913, 2.215, -0.834], [-0.556, 3.672, -0.853], [-0.055, 4.047, 0.523], [0.970, 3.051, 1.003], [2.390, 3.393, 0.634], [2.684, 2.948, -0.783], [2.171, 1.537, -0.980], [-0.997, 1.903, -1.801], [-1.863, 2.140, -0.468], [-1.419, 4.281, -1.119], [0.192, 3.829, -1.625], [-0.878, 4.034, 1.240], [0.367, 5.052, 0.533], [0.937, 3.109, 2.022], [3.039, 2.881, 1.344], [2.559, 4.464, 0.748], [3.753, 2.990, -0.984], [2.204, 3.594, -1.512], [2.965, 0.908, -0.897], [1.900, 1.451, -1.960], [-2.993, -5.181, -4.286], [-3.004, -5.221, -2.956], [-2.635, -3.998, -2.395], [-2.437, -3.900, -1.006], [-2.563, -4.868, -0.317], [-2.109, -2.560, -0.371], [-2.757, -2.309, 0.841], [-2.443, -1.180, 1.590], [-1.456, -0.367, 1.089], [-0.813, -0.601, -0.064], [-1.124, -1.680, -0.803], [-3.339, -5.987, -4.717], [-2.415, -6.071, -2.487], [-3.996, -5.582, -2.521], [-2.640, -3.189, -3.011], [-3.494, -3.015, 1.206], [-2.939, -0.962, 2.527], [-1.159, 0.553, 1.653], [-0.545, -1.834, -1.705], [1.742, -0.539, 3.523], [2.006, -0.030, 1.811], [3.750, -0.443, 1.580], [1.790, -1.626, 3.568], [0.771, -0.175, 3.850], [2.531, -0.103, 4.135], [4.350, 0.165, 2.257], [4.047, -0.277, 0.548], [3.873, -1.499, 1.819]]
}

{
  "formula": "C4H2BrNS",
  "method": "ωB97M-V with the def2-TZVPD basis set",
  "lumo_ha": -0.05405,
  "total_energy_ev": -86541.7432,
  "fmax_ev_per_a": 3.0,
  "de_lowest_kj_mol": 354.1,
  "total_charge": 0,
  "symbols": ["C", "C", "C", "C", "N", "S", "Br", "H", "H"],
  "xyz": [[0.606, -1.201, -0.040], [-0.089, 0.034, 0.150], [-1.387, 0.452, 0.067], [-0.322, 2.212, 0.055], [0.610, 1.319, 0.029], [2.184, -1.491, 0.095], [-3.026, -0.506, 0.099], [-0.186, -2.031, -0.334], [1.610, 1.212, -0.122]]
}

{
  "formula": "C5H5N6",
  "method": "ωB97M-V with the def2-TZVPD basis set",
  "lumo_ha": [0.13970, 0.01755],
  "total_energy_ev": -14200.9191,
  "fmax_ev_per_a": 5.3,
  "total_charge": -1,
  "multiplicity": 3,
  "s_squared": 2.01,
  "symbols": ["C", "C", "C", "C", "C", "N", "N", "N", "N", "N", "N", "H", "H", "H", "H", "H"],
  "xyz": [[0.124, 1.820, 0.068], [0.646, -0.253, -1.333], [-0.495, -0.500, 0.938], [-1.551, 0.180, 1.847], [-0.340, 0.295, -0.343], [0.562, 2.790, 0.471], [1.781, -0.530, -3.115], [0.668, 0.049, -2.646], [1.707, -1.011, -1.018], [2.334, -1.256, -2.172], [0.217, -1.471, 1.286], [-2.156, 0.801, 1.256], [-1.011, 0.878, 2.469], [-2.097, -0.601, 2.352], [-1.396, 0.546, -0.662], [1.007, -1.737, 0.604]]
}